No. 1
115
Properties=species:S:1:pos:R:3:forces:R:3:mulliken_charge:R:1 method="wB97M-V/def2-TZVPD" de_lowest_kcal_mol=85.1 orbital_gap_ev=6.494 total_charge=-1 max_force_ev_per_a=3.46 e_lumo_ev=1.867
Y 0.68254 -0.59066 1.10096 1.56 1.71 0.65 -1.696
C 1.22644 4.24844 5.43396 -0.13 -0.08 -0.34 -1.024
C 1.09704 4.28744 3.92166 0.36 0.21 0.12 0.165
O -0.00256 3.51984 3.45146 -0.18 -0.11 -0.01 -0.364
P 0.09114 1.94134 3.15726 0.26 0.61 0.72 0.590
S -1.42016 1.66404 1.90196 0.50 -0.63 0.00 -0.335
S 1.97474 1.46624 2.67796 -1.01 -0.02 -0.10 -0.563
O -0.30176 1.29834 4.58406 -0.06 0.49 -0.52 -0.183
C 0.37844 0.21944 5.22146 0.34 -0.40 0.28 0.578
C 0.22814 0.37944 6.72326 -0.07 0.05 -0.38 -1.580
H 2.06634 4.87044 5.73416 0.06 0.10 0.12 0.438
H 1.41144 3.22964 5.76206 0.04 -0.10 0.10 0.085
H 0.31104 4.60684 5.90016 -0.02 0.03 0.11 0.295
H 2.01664 3.91654 3.45206 -0.13 0.17 0.01 -0.174
H 0.90554 5.30964 3.57706 0.06 -0.16 0.01 0.364
H 1.43924 0.23304 4.93576 -0.30 -0.08 0.01 0.346
H -0.06926 -0.72716 4.89166 0.14 0.18 -0.01 -0.262
H 0.64774 1.32974 7.04636 0.02 0.07 0.07 0.349
H 0.76194 -0.42636 7.21756 0.04 -0.13 0.12 0.406
H -0.82236 0.34074 7.00366 -0.05 0.01 0.08 0.324
C -4.08056 -0.50006 2.69486 0.03 -0.07 0.03 -0.967
C -3.00506 -1.11436 3.57176 0.65 0.18 -0.20 -0.789
Ge -1.34506 -1.72816 2.53336 -1.82 -1.41 0.99 2.324
C -1.07926 -3.47816 3.56636 0.12 0.39 -0.15 -1.182
C -0.22666 -4.49296 2.82586 0.22 0.10 0.06 -0.763
C -2.33596 -2.67296 1.08626 0.15 0.07 -0.14 -1.916
C -2.02576 -2.89526 -0.20134 0.35 0.46 -0.04 0.357
Ge -0.58496 -1.72886 -1.02964 -1.10 -0.76 -1.61 1.365
C -1.58436 -0.26276 -2.06554 0.32 -0.30 0.18 0.772
C -2.80026 -0.47506 -2.95084 0.14 0.00 0.15 -1.374
C 0.48354 -2.78906 -2.40364 -0.25 0.33 0.44 0.042
C -0.17876 -3.36796 -3.64054 0.04 0.03 0.12 -1.418
C -2.77676 -3.93716 -0.92654 -0.13 -0.28 -0.08 0.335
C -3.15236 -3.79896 -2.26054 -0.02 0.07 0.14 0.123
C -3.89916 -4.76456 -2.90734 -0.09 -0.05 -0.15 -1.190
C -4.26906 -5.92226 -2.24454 -0.05 -0.08 -0.07 -0.451
C -3.87846 -6.09706 -0.92724 -0.09 -0.15 0.02 -0.840
C -3.14576 -5.12086 -0.27794 0.02 0.00 0.01 -0.499
H -4.97936 -0.28266 3.27556 -0.15 0.06 -0.06 0.395
H -4.33786 -1.17786 1.88316 -0.16 0.02 -0.12 0.218
H -3.71706 0.42804 2.26066 -0.13 0.08 -0.09 0.106
H -3.40136 -1.99856 4.07396 0.10 -0.12 0.01 0.615
H -2.73166 -0.39766 4.34616 0.12 0.05 0.15 0.321
H -2.07446 -3.89776 3.73326 -0.14 0.15 0.03 0.571
H -0.64056 -3.28496 4.54976 -0.06 0.07 0.07 0.521
H -0.53586 -4.57896 1.78386 0.02 -0.07 -0.09 0.012
H -0.29396 -5.48016 3.28586 0.07 -0.14 -0.01 0.468
H 0.81994 -4.18766 2.84326 -0.09 -0.20 -0.07 0.026
H -3.18596 -3.23936 1.47326 -0.17 -0.09 0.11 0.648
H -0.80626 0.21844 -2.66354 0.05 -0.06 0.11 -0.034
H -1.87086 0.44334 -1.27894 0.08 0.01 0.04 -0.356
H -2.55356 -1.09456 -3.81014 -0.12 -0.12 -0.13 0.240
H -3.15656 0.48904 -3.32564 -0.14 0.02 -0.10 0.309
H -3.60666 -0.93696 -2.38654 -0.20 -0.09 -0.08 0.326
H 0.98014 -3.59346 -1.85904 0.05 0.03 0.12 0.405
H 1.27714 -2.10846 -2.72404 0.04 0.07 0.07 -0.213
H -0.90226 -4.13226 -3.37334 -0.09 -0.07 -0.11 0.329
H 0.57454 -3.82146 -4.28614 0.02 -0.08 -0.17 0.448
H -0.67976 -2.58706 -4.20714 -0.17 0.05 -0.18 0.228
H -2.86196 -2.90926 -2.78644 0.07 0.12 -0.11 0.657
H -4.19436 -4.61476 -3.93824 0.01 0.01 -0.05 0.389
H -4.84396 -6.68376 -2.75354 -0.04 -0.05 -0.02 0.371
H -4.14826 -7.00586 -0.40434 0.01 -0.03 0.05 0.389
H -2.84846 -5.27756 0.74946 0.09 0.02 0.05 0.370
S 3.92724 -3.05416 -1.64314 0.18 -0.64 -0.24 -0.307
C 3.68874 -1.53526 -1.42104 -0.01 0.82 -0.02 0.504
N 3.49394 -0.36486 -1.25524 0.09 -0.30 0.06 0.166
C 4.07384 4.48854 1.38806 0.07 -0.01 0.06 -0.240
C 3.46424 4.75014 0.17246 0.02 0.14 -0.05 -0.865
C 3.42314 3.77224 -0.80394 -0.04 0.17 -0.14 -0.088
C 3.97564 2.51444 -0.59094 0.05 -0.20 -0.41 0.915
C 4.60024 2.27324 0.63076 0.04 -0.12 -0.14 -0.493
C 4.64904 3.24954 1.61256 0.08 0.11 0.08 -0.738
Si 4.02874 1.16104 -1.90594 0.04 -0.01 -0.30 -0.458
C 3.22364 1.17554 -3.62104 0.19 0.42 0.37 0.791
C 3.29814 -0.01746 -4.33964 0.13 -0.10 0.24 -0.519
C 2.80194 -0.11966 -5.62464 0.01 -0.10 -0.13 -0.707
C 2.23274 0.98664 -6.23084 -0.05 0.02 -0.09 -0.481
C 2.13924 2.17574 -5.53114 0.02 0.13 -0.12 -0.655
C 2.63214 2.26874 -4.24064 0.07 0.04 0.02 0.042
H 4.09994 5.25104 2.15596 0.03 0.02 0.03 0.446
H 3.02964 5.72344 -0.01444 -0.06 0.01 -0.02 0.416
H 2.92594 3.98814 -1.73984 -0.04 0.03 -0.02 0.161
H 5.03824 1.30454 0.82776 0.07 -0.12 0.04 0.360
H 5.13964 3.04814 2.55456 -0.02 -0.09 0.06 0.379
H 5.48084 0.99374 -2.16994 0.03 -0.11 0.03 -0.305
H 3.75614 -0.88466 -3.88414 0.01 -0.13 -0.03 0.341
H 2.86504 -1.05826 -6.15894 0.02 -0.04 0.01 0.419
H 1.87674 0.92254 -7.25004 -0.10 -0.01 -0.03 0.381
H 1.68594 3.03894 -5.99884 -0.02 0.09 -0.01 0.478
H 2.55064 3.20644 -3.71534 -0.09 0.14 0.06 0.067
F 1.76414 -1.74786 3.20416 0.53 -0.09 -1.35 -0.192
As 3.14254 -2.32996 2.21846 2.29 -1.90 1.78 2.175
F 4.21434 -1.68296 3.45146 -0.69 -0.10 -0.79 -0.530
F 3.11924 -3.87506 3.04066 -0.41 0.89 -0.48 -0.500
F 4.52294 -2.89816 1.31446 -0.89 0.50 0.23 -0.490
F 1.96364 -2.90146 0.99136 0.34 1.06 0.75 -0.375
F 3.19804 -0.79476 1.33806 -0.76 -0.53 0.35 -0.712
C -3.56306 3.55694 -0.38354 -0.02 -0.01 0.10 -1.107
C -2.49276 3.28934 -1.37954 -0.04 0.18 -0.62 1.290
C -2.64316 3.35414 -2.74204 0.23 -0.12 0.18 -1.079
C -1.52636 3.01994 -3.54724 -0.56 0.25 0.25 1.002
N -0.39346 2.61074 -3.03974 0.39 0.09 -0.29 0.112
C -0.27166 2.48944 -1.71074 -0.51 -0.05 0.66 -1.208
S 1.03104 1.74954 -0.98374 0.34 -0.38 0.22 0.721
N -1.28746 2.94184 -0.89844 0.14 -0.08 -0.48 0.458
C -1.63946 3.09664 -5.03534 0.04 -0.02 0.00 -1.412
H -4.53146 3.66094 -0.86534 0.01 -0.01 -0.02 0.393
H -3.34176 4.46294 0.17956 0.01 0.05 0.04 0.290
H -3.58756 2.73464 0.33106 -0.15 -0.01 0.06 0.101
H -3.58486 3.62294 -3.18934 -0.14 0.02 0.01 0.422
H -1.18686 2.76534 0.11326 0.16 0.01 0.00 -0.722
H -1.72416 4.13764 -5.34954 0.00 0.04 -0.04 0.362
H -2.53716 2.57484 -5.36504 -0.04 -0.02 -0.04 0.367
H -0.76476 2.64544 -5.49374 0.03 -0.01 -0.02 0.174

***

No. 2
33
Properties=species:S:1:pos:R:3:forces:R:3:mulliken_charge:R:1 method="wB97M-V/def2-TZVPD" de_lowest_kcal_mol=58.6 orbital_gap_ev=7.634 smiles="C#[N+]C(=O)[C@]12C[C@@H]3C[C@H](C1)[C@H](C)[C@@H](C3)C2" total_charge=+1 max_force_ev_per_a=5.60 e_lumo_ev=-5.870
C 2.47134 -2.04684 -0.47565 2.06 -0.01 0.29 0.230
N 3.05295 -1.16468 0.08498 -0.14 -3.85 -1.03 -0.064
C 2.78151 0.19219 0.14488 -0.48 3.48 1.03 -0.491
O 3.65013 0.98140 0.36724 -0.94 -0.59 -0.45 -0.412
C 1.25359 0.40731 0.01530 0.34 -1.04 -0.95 1.471
C 0.87432 1.88194 -0.21782 0.23 -0.81 -0.79 -1.420
C -0.64539 1.94175 -0.26096 -1.21 2.37 -1.60 0.629
C -1.31258 1.53032 1.01291 0.81 0.85 1.63 -1.405
C -0.83259 0.08856 1.29118 -5.46 0.96 0.81 0.325
C 0.58599 -0.06868 1.32056 2.43 -1.42 0.78 -1.173
C -1.47378 -0.69484 0.20386 -0.19 -3.50 1.22 -0.639
C -1.48761 -2.25660 0.53498 -1.74 3.31 0.76 -1.853
C -0.84237 -0.38185 -1.08999 1.19 -0.46 -0.64 0.525
C -1.15391 1.08628 -1.41519 -0.68 -0.36 -1.55 -1.402
C 0.70039 -0.46210 -1.15215 0.23 2.06 -1.07 -0.541
H 2.68198 -3.09331 -0.83272 -0.80 1.08 0.42 0.415
H 1.30220 2.21170 -1.19186 -0.13 0.12 0.85 0.409
H 1.26099 2.41247 0.63668 0.29 0.62 0.03 0.450
H -0.94139 3.00734 -0.54908 0.47 -1.14 0.59 0.162
H -0.90603 2.12607 1.86724 -0.54 0.09 -0.62 0.401
H -2.42483 1.71081 0.93624 1.19 -0.65 0.31 0.442
H -1.35076 -0.22808 2.23669 0.95 0.18 -0.46 0.483
H 0.93964 0.51341 2.18291 0.58 -0.43 -0.17 0.381
H 0.74226 -1.19024 1.44246 0.41 1.37 0.29 0.382
H -2.52821 -0.50050 0.15418 -0.52 0.68 -0.17 0.639
H -2.00931 -2.79472 -0.19376 -1.08 -0.77 -1.10 0.494
H -1.96242 -2.36854 1.51974 0.26 -0.25 -0.33 0.393
H -0.53600 -2.60184 0.52418 3.09 -1.38 0.36 0.455
H -1.23980 -1.13668 -1.71586 -0.48 -0.20 -1.66 0.515
H -2.27424 1.08032 -1.63566 1.40 0.60 0.55 0.387
H -0.63297 1.43615 -2.33740 -0.50 -0.38 0.38 0.555
H 1.23370 -1.53012 -1.19632 -0.74 0.05 0.41 -0.143
H 1.02322 -0.08841 -2.21179 -0.29 -0.55 1.87 0.399

***

No. 3
13
Properties=species:S:1:pos:R:3:forces:R:3:mulliken_charge:R:1 method="wB97M-V/def2-TZVPD" de_lowest_kcal_mol=40.1 orbital_gap_ev=10.319 smiles="CS(=O)(=O)O.[H]/N=N/[H]" total_charge=0 max_force_ev_per_a=4.54 e_lumo_ev=-0.030
C 2.08863 0.47963 0.05885 0.45 -1.33 4.31 -0.921
S 0.84751 -0.81185 0.24357 2.04 -0.95 -2.61 1.167
O 1.49286 -2.06955 -0.08478 -0.87 1.07 1.16 -0.576
O 0.01188 -0.63259 1.40418 0.58 0.02 -0.23 -0.649
O 0.01940 -0.40452 -1.04161 -0.19 -0.09 0.47 -0.540
H 2.77445 0.46012 -0.72172 1.31 -1.52 -1.37 0.393
H 1.56373 1.31224 -0.23034 -1.55 2.41 0.41 0.342
H 2.62642 0.51765 1.09097 -0.93 0.40 -1.92 0.281
H -0.90118 -0.21054 -0.74106 -0.37 -0.06 -0.75 0.555
H -1.97531 -0.36333 0.81888 -0.07 -0.18 1.60 0.282
N -2.44142 -0.39654 -0.06417 -2.04 -0.25 -0.95 0.001
N -3.63790 -0.74936 0.03601 1.44 0.57 -1.17 -0.594
H -4.00364 -0.75204 -0.95991 0.20 -0.08 1.06 0.258

***

No. 4
78
Properties=species:S:1:pos:R:3:forces:R:3:mulliken_charge:R:1 method="wB97M-V/def2-TZVPD" de_lowest_kcal_mol=16.3 orbital_gap_ev=4.333 total_charge=-2 max_force_ev_per_a=1.35 e_lumo_ev=3.425
Pb -0.16753 0.35187 0.73714 -0.02 0.07 -0.16 1.091
C 0.28411 -3.42841 -0.52475 0.08 -0.21 0.25 -1.211
N 1.44878 -2.74926 -1.02953 0.38 0.07 -0.18 -0.109
C 1.40016 -2.54204 -2.45449 0.28 -0.05 -0.13 -0.597
C 1.81877 -1.16098 -2.82098 0.01 0.00 -0.11 0.155
N 1.82220 -0.13769 -2.02332 0.15 0.14 -0.21 0.103
C 2.23696 0.93240 -2.80978 0.56 -0.01 0.24 -0.091
C 2.36532 2.27735 -2.47546 1.30 -0.24 0.27 -0.300
C 2.76181 3.15604 -3.47049 0.81 -0.20 0.07 -0.395
C 3.03330 2.71115 -4.77416 0.02 0.02 0.13 -0.372
C 2.90899 1.37503 -5.12123 -0.07 0.03 0.02 -1.111
C 2.50282 0.50389 -4.11613 -0.08 -0.07 -0.06 0.322
N 2.23277 -0.85210 -4.09665 0.01 0.16 0.02 -0.092
C -0.98878 -2.74742 -0.91299 -0.50 -0.63 0.27 -0.201
N -1.13158 -1.46451 -1.01942 0.04 0.57 -0.16 0.796
C -2.44825 -1.25965 -1.42570 -0.04 0.09 0.11 0.211
C -3.14828 -0.07618 -1.64646 0.06 0.03 -0.01 -0.093
C -4.46796 -0.17614 -2.05148 -0.01 -0.11 -0.01 -0.842
C -5.08741 -1.42602 -2.22230 0.10 0.11 0.02 -0.432
C -4.40784 -2.60703 -1.97564 -0.01 0.04 0.07 -0.989
C -3.08484 -2.49466 -1.56589 0.20 -0.27 -0.01 0.143
N -2.11252 -3.43984 -1.26500 -0.05 0.32 -0.91 -0.051
H 0.31990 -3.51146 0.56564 0.00 0.08 -0.18 0.549
H 0.25692 -4.45360 -0.90503 0.01 -0.05 0.02 0.271
H 1.58671 -1.86256 -0.55695 -0.07 -0.03 -0.03 -0.110
H 0.38851 -2.70424 -2.84848 -0.02 0.10 -0.09 0.323
H 2.05652 -3.25103 -2.97986 0.00 -0.03 -0.02 0.435
H 2.13520 2.61156 -1.46948 -0.08 -0.01 -0.06 0.445
H 2.85163 4.21157 -3.24477 0.00 0.00 0.01 0.319
H 3.34290 3.42752 -5.52586 -0.02 -0.01 0.01 0.363
H 3.11148 1.03482 -6.12929 -0.01 0.00 0.00 0.394
H 2.30362 -1.49532 -4.86320 -0.02 -0.02 0.00 0.208
H -2.68180 0.88826 -1.46084 -0.03 -0.13 -0.06 0.343
H -5.04490 0.72764 -2.20715 0.00 -0.02 -0.01 0.408
H -6.12365 -1.46501 -2.53573 0.00 0.00 0.04 0.332
H -4.89445 -3.57021 -2.06951 0.02 0.03 0.01 0.378
H -2.29891 -4.36950 -0.92110 -0.05 0.12 0.12 0.392
C 0.03292 2.06787 4.20909 -0.10 -0.07 -0.16 -0.202
C -0.53284 3.10091 3.29381 -0.04 -0.03 -0.03 0.265
N -0.50753 3.04730 1.99531 0.15 -0.05 0.36 0.242
C -1.19515 4.08954 1.42723 0.02 -0.12 -0.34 -0.382
C -1.73027 4.97410 2.30322 -0.12 0.28 0.12 -0.400
S -1.38734 4.47719 3.89922 -0.03 -0.02 0.15 -0.269
C -1.36276 4.12331 -0.03545 0.28 -0.15 0.12 -0.015
C -2.32568 4.79476 -0.71573 -0.15 0.10 -0.08 -0.468
S -2.20650 4.43676 -2.38388 -0.11 0.06 -0.20 -0.287
C -0.84835 3.40907 -2.06852 -0.09 -0.16 -0.27 0.398
N -0.52815 3.35838 -0.82166 0.15 0.10 0.26 -0.081
C -0.16270 2.61698 -3.14250 -1.04 0.35 -0.11 -0.147
H 1.05480 1.82654 3.91670 -0.03 0.04 0.01 -0.366
H -0.56214 1.14593 4.13028 0.02 0.05 0.00 0.091
H 0.01971 2.39451 5.24833 0.03 0.01 -0.02 0.462
H -2.29617 5.86894 2.09421 0.04 -0.07 -0.02 0.419
H -3.11591 5.41843 -0.32860 0.04 -0.07 0.02 0.424
H 0.74675 3.11838 -3.47828 -0.99 -0.10 -0.06 0.198
H -0.81922 2.46651 -3.99871 -0.16 0.00 0.00 0.499
H 0.11430 1.64589 -2.72997 -0.38 0.23 -0.06 -0.418
Se -1.96708 -4.04420 1.69005 -0.26 -0.13 0.99 -0.651
Sb -2.53272 -2.26922 3.32101 -0.08 -0.02 0.06 0.615
Se -2.47056 -0.00165 2.07759 -0.13 -0.04 0.01 -0.786
Se -0.85390 -1.99170 5.08559 0.01 -0.02 0.02 -0.757
Se -4.83827 -2.43158 4.10230 0.07 0.03 -0.05 -0.801
C 3.33077 1.24975 1.89947 0.00 0.18 -0.07 -0.935
Si 2.80874 -0.39102 2.68272 0.31 0.27 -0.10 0.421
C 2.75560 -0.13807 4.54278 -0.11 -0.03 0.29 -1.186
C 4.26396 -1.52340 2.30105 0.15 -0.22 -0.09 -1.249
C 1.24682 -1.02456 1.99925 -0.42 -0.53 -0.10 0.291
H 4.26997 1.61656 2.33142 -0.05 -0.02 -0.04 0.410
H 2.57176 2.03156 2.02991 0.05 -0.05 -0.04 0.239
H 3.48143 1.11124 0.82150 -0.03 0.05 0.06 0.132
H 3.47897 -0.79510 5.03792 -0.04 0.06 -0.02 0.348
H 1.76302 -0.39841 4.92960 0.08 0.03 -0.02 0.214
H 2.98528 0.89383 4.82994 0.02 -0.07 0.01 0.369
H 5.19538 -1.12896 2.72447 -0.04 -0.03 -0.03 0.299
H 4.39525 -1.61664 1.21584 0.00 -0.02 0.09 0.290
H 4.10012 -2.52874 2.70404 0.01 0.08 -0.02 0.319
H 0.63002 -1.41612 2.82052 0.03 0.05 -0.07 -0.314
H 1.46580 -1.89418 1.36246 0.01 0.16 0.13 -0.218